Density functional theory data (the ωB97M-V functional and the def2-TZVPD basis) for a single C18H22N6O2 molecule in a non-equilibrium geometry.

## Properties
SMILES string = CN1CCN(c2nc3c(c(=O)[nH]c(=O)n3C)n2Cc2ccccc2)CC1
energy above the lowest of the compared OMol25 structures with the same formula, charge and spin = 0.00 kcal per mole
HOMO energy = -7.69 eV

XYZ file:
```
48
Properties=species:S:1:pos:R:3:forces:R:3:mulliken_charge:R:1
C 1.302769 1.329557 -2.143252 0.00 0.00 -0.06 -0.83
N 0.093692 1.939739 -2.658387 0.03 0.03 0.06 0.05
C -0.875756 0.985196 -3.188562 -0.18 0.09 -0.13 -0.84
C -2.047394 0.741747 -2.219081 -0.02 -0.09 -0.27 -0.87
N -1.596776 0.819632 -0.842133 0.01 0.06 -0.01 0.03
C -1.169319 -0.333037 -0.277142 -0.08 -0.23 0.30 0.44
N -1.174906 -1.479356 -0.960720 0.08 -0.34 -0.31 -0.58
C -0.797314 -2.423833 -0.079173 0.14 0.87 1.05 0.98
C -0.552270 -1.868312 1.165372 -0.03 -0.57 -0.60 0.00
C -0.170415 -2.654220 2.287037 -0.08 0.10 -0.26 0.16
O 0.034800 -2.307245 3.436359 0.08 0.04 0.22 -0.70
N -0.051011 -3.996266 1.908134 0.12 -0.20 0.37 -0.05
C -0.269653 -4.598375 0.685200 0.02 -0.03 -0.01 0.48
O -0.125170 -5.790763 0.530570 0.05 -0.33 0.01 -0.67
N -0.658165 -3.754635 -0.332857 -0.03 0.02 -0.04 -0.03
C -0.929279 -4.277648 -1.652413 -0.04 -0.17 -0.26 -1.05
N -0.809348 -0.507373 1.025002 -0.04 -0.16 -0.32 0.15
C -0.668481 0.416366 2.124764 -0.02 0.32 0.36 -1.67
C 0.643393 1.166630 2.113762 0.07 0.01 0.10 0.43
C 0.718739 2.439325 2.668359 -0.03 -0.16 -0.01 -0.01
C 1.914901 3.133492 2.671434 0.01 0.08 0.04 -0.73
C 3.049252 2.565350 2.116221 0.09 0.05 0.00 -0.40
C 2.983866 1.295270 1.570213 0.05 0.00 -0.01 -0.74
C 1.789273 0.596866 1.573766 -0.11 -0.03 0.03 0.03
C -1.099719 2.136156 -0.479378 0.06 0.33 0.07 0.09
C -0.539488 2.849895 -1.732996 -0.02 -0.04 0.03 -1.17
H 1.134600 0.587428 -1.351718 0.04 -0.04 0.05 0.20
H 1.820134 0.840161 -2.968011 0.09 -0.06 0.05 0.41
H 1.949742 2.112281 -1.748703 0.09 0.00 0.04 0.27
H -0.368473 0.041807 -3.389233 -0.01 0.00 -0.03 0.40
H -1.265464 1.377562 -4.135165 -0.08 -0.16 0.00 0.34
H -2.822287 1.502560 -2.347435 0.00 -0.06 -0.03 0.40
H -2.477704 -0.243970 -2.383843 -0.09 0.17 -0.08 0.45
H 0.219277 -4.635841 2.646739 -0.05 0.10 -0.15 0.24
H -0.750574 -5.350680 -1.625943 -0.03 0.13 -0.03 0.40
H -0.271962 -3.801222 -2.379567 -0.03 -0.04 -0.02 0.30
H -1.964452 -4.072487 -1.925113 0.03 -0.03 -0.04 0.31
H -1.511766 1.113299 2.130115 0.08 -0.06 0.00 0.35
H -0.708649 -0.189487 3.037557 -0.11 0.12 -0.16 0.50
H -0.166697 2.886120 3.097825 -0.11 0.07 0.03 0.41
H 1.960383 4.121096 3.105722 0.01 0.09 0.03 0.39
H 3.981903 3.109126 2.113570 0.08 0.05 0.00 0.40
H 3.866090 0.842788 1.142590 0.08 -0.04 -0.03 0.40
H 1.750434 -0.399092 1.157023 -0.02 -0.10 -0.07 0.37
H -1.913792 2.731118 -0.045929 0.13 0.04 0.06 0.42
H -0.302248 2.041848 0.254256 -0.13 0.03 -0.08 -0.27
H 0.186966 3.603022 -1.421022 -0.10 0.05 0.01 0.43
H -1.341682 3.358409 -2.273816 0.00 0.08 0.09 0.33
```
Positions in Å, forces in eV/Å.

Density functional theory data (the ωB97M-V functional and the def2-TZVPD basis) for a molecular structure, C18H23ClINO2PSZr in a non-equilibrium geometry.

## Properties
charge = +3
HOMO energy (spin up / spin down) = -17.45 / -17.42 eV

XYZ file:
```
49
Properties=species:S:1:pos:R:3:forces:R:3:mulliken_charge:R:1
C -0.001813 -4.556496 -0.919568 2.78 -0.66 -0.49 -1.11
C -0.880141 -3.334778 -0.952328 -7.70 -3.48 0.18 0.72
H -0.418869 -5.294035 -1.631138 -0.20 0.51 0.24 0.39
H -0.017494 -4.933861 0.119062 -0.18 0.34 -0.19 0.35
H 1.065165 -4.392485 -1.187913 -0.67 0.04 0.24 0.47
O -2.072205 -3.461493 -1.084580 5.47 1.78 0.39 -0.17
I 2.646997 -0.644335 -2.490630 -0.93 -0.69 -0.08 -0.02
Zr 0.792271 -1.304170 -0.620424 4.51 1.81 1.64 -0.07
P -1.227514 -1.046055 1.172915 -1.92 -0.30 2.46 1.58
C -2.417652 0.303005 0.878706 0.31 0.33 -0.79 -1.25
C -2.352770 -2.396226 1.677602 0.25 -0.40 -0.62 -1.68
H 0.346789 -1.197418 3.015444 -0.33 0.19 0.12 0.35
H -1.310824 -0.824807 3.591816 0.15 0.05 -0.35 0.43
H -0.295401 0.462300 2.850813 -0.09 -0.33 -0.04 0.34
C -0.560330 -0.604568 2.818755 0.97 0.00 -0.03 -1.06
H -1.755700 -3.255082 2.001694 -0.16 0.04 0.06 0.42
H -2.974618 -2.048509 2.510672 0.15 -0.01 -0.22 0.55
H -3.330629 0.112813 1.456546 0.25 -0.05 -0.08 0.45
H -2.672137 0.355292 -0.183615 -0.28 0.19 0.22 0.33
H -2.986448 -2.697871 0.837271 -0.08 0.06 0.40 0.43
H -1.980299 1.259854 1.181675 -0.10 -0.16 -0.09 0.35
C -1.154086 -1.082954 -1.765757 -5.37 2.33 -5.21 0.52
O -2.099953 -0.864526 -2.413499 4.52 -1.15 3.39 -0.10
Cl 1.946973 -2.661752 0.981512 -0.78 0.55 -0.77 -0.29
N 1.193450 0.583777 0.398522 -0.52 -0.56 0.11 0.03
S 0.849321 2.224750 0.211772 1.07 1.14 -0.05 0.15
C 1.723494 3.172187 1.491776 -0.10 0.27 0.84 0.95
C 3.065579 2.953924 1.818061 0.36 0.11 -0.09 0.07
C 3.755806 3.889858 2.601142 -0.28 -0.32 -0.11 -0.92
C 3.096565 5.011376 3.114936 -0.36 -0.14 -0.17 -0.44
C 1.730211 5.192321 2.862016 0.18 -0.41 -0.18 -0.66
C 1.043871 4.273735 2.055418 -0.18 -0.20 -0.31 -0.59
C 1.807941 2.740305 -1.206872 -0.55 0.37 -0.84 1.21
C 1.148162 3.483275 -2.200497 -0.10 -0.44 0.40 -0.51
C 1.853780 3.883201 -3.337061 -0.04 0.03 0.05 -0.59
C 3.203231 3.532353 -3.490819 -0.12 -0.18 0.13 -0.48
C 3.845014 2.791675 -2.495028 -0.05 0.17 0.03 -0.66
C 3.155064 2.429696 -1.338006 0.47 -0.52 0.07 -0.83
H 1.797213 0.478472 1.221489 -0.10 -0.16 -0.08 0.22
H 3.595103 2.080251 1.443067 0.01 0.20 0.15 0.31
H 4.815600 3.739091 2.812452 -0.35 -0.04 -0.05 0.41
H 3.639660 5.736046 3.723920 -0.16 -0.23 -0.20 0.44
H 1.204782 6.047052 3.291570 0.09 -0.31 -0.21 0.42
H -0.012823 4.421447 1.837013 0.18 0.07 0.06 0.38
H 0.096354 3.730894 -2.051302 0.24 0.06 -0.26 0.45
H 1.340113 4.461484 -4.108235 0.21 -0.15 0.28 0.44
H 3.749212 3.814084 -4.394648 -0.23 -0.05 0.32 0.44
H 4.881792 2.475175 -2.616090 -0.26 0.22 0.06 0.46
H 3.656601 1.869720 -0.552634 0.03 0.08 -0.31 0.36
```
Positions in Å, forces in eV/Å.

Density functional theory data (the ωB97M-V functional and the def2-TZVPD basis) for a single C18H23ClN2O3 molecule.

## Properties
SMILES string = O=C1CC[C@@H](C(=O)N2CCCCO2)CN1CCc1ccc(Cl)cc1
energy above the lowest of the compared OMol25 structures with the same formula, charge and spin = 4.37 kcal per mole
HOMO energy = -8.67 eV

XYZ file:
```
47
Properties=species:S:1:pos:R:3:forces:R:3:mulliken_charge:R:1
O -4.037735 -0.717638 -1.319595 -0.36 0.16 -0.18 -0.67
C -3.018131 -1.134163 -0.803221 0.27 -0.47 -0.15 0.56
C -2.033424 -2.041280 -1.515148 0.00 0.22 -0.14 -1.17
C -0.625882 -1.489914 -1.298997 0.06 -0.30 -0.08 -0.61
C -0.261880 -1.573873 0.190117 -0.10 0.15 0.15 0.75
C 0.698309 -0.459943 0.600956 -0.31 -0.69 -0.13 -0.04
O 0.446809 0.360238 1.462047 -0.05 0.12 0.24 -0.62
N 1.867014 -0.425356 -0.073405 0.71 0.18 -0.12 0.59
C 2.924148 0.516837 0.215166 0.25 0.05 0.15 -0.70
C 4.111748 -0.217536 0.839592 -0.05 0.00 -0.27 -0.79
C 4.518710 -1.366975 -0.082213 -0.35 -0.03 0.13 -0.69
C 3.291242 -2.231574 -0.363891 0.47 -0.07 0.23 -0.35
O 2.240864 -1.458161 -0.933155 -0.50 0.25 -0.10 -0.33
C -1.529079 -1.512150 1.061816 0.39 -0.38 0.26 -1.45
N -2.614892 -0.791613 0.440427 0.04 0.32 0.15 0.40
C -3.388088 0.161106 1.213795 -0.40 0.20 -0.14 -0.88
C -3.502786 1.529244 0.519657 0.02 -0.17 0.07 -1.45
C -2.155608 2.082389 0.158126 -0.12 0.13 0.02 0.36
C -1.361696 2.712011 1.107908 -0.02 0.05 -0.19 -0.31
C -0.112107 3.202791 0.779437 0.01 0.06 -0.05 -0.71
C 0.350913 3.053234 -0.515659 -0.20 -0.05 0.06 0.39
Cl 1.912229 3.671839 -0.942622 0.24 0.16 -0.08 -0.21
C -0.417674 2.426754 -1.480520 0.11 0.02 0.00 -0.66
C -1.669459 1.948543 -1.136147 0.00 0.04 0.09 -0.09
H -2.290172 -2.062035 -2.574276 -0.09 -0.01 0.10 0.46
H -2.110210 -3.058047 -1.122939 -0.02 -0.07 0.00 0.35
H -0.600817 -0.447394 -1.621309 0.04 -0.05 -0.04 0.23
H 0.099694 -2.041523 -1.895662 -0.04 0.10 0.02 0.39
H 0.242218 -2.527114 0.383818 -0.04 0.04 -0.03 0.36
H 3.223367 0.997817 -0.720870 -0.05 0.02 0.08 0.28
H 2.508110 1.262048 0.892541 0.03 -0.04 -0.15 0.32
H 3.819179 -0.611417 1.815628 0.01 0.03 0.06 0.29
H 4.940472 0.475260 0.981942 0.02 0.03 0.06 0.38
H 4.894108 -0.965066 -1.025074 0.06 -0.04 -0.04 0.31
H 5.299013 -1.977069 0.372508 0.05 -0.05 -0.04 0.36
H 2.944394 -2.708932 0.563403 -0.04 0.02 -0.08 0.25
H 3.498784 -2.999712 -1.110340 -0.05 0.02 0.06 0.37
H -1.856073 -2.534920 1.294920 0.10 0.09 0.02 0.34
H -1.273929 -1.010105 1.997286 -0.10 -0.12 -0.13 0.48
H -4.399730 -0.232395 1.369831 0.08 0.05 0.09 0.47
H -2.898837 0.282370 2.180843 -0.02 -0.07 -0.04 0.36
H -4.106087 1.407392 -0.379311 -0.02 0.08 0.12 0.47
H -4.019333 2.205565 1.203255 -0.04 0.02 -0.01 0.48
H -1.721631 2.821871 2.119871 -0.05 0.00 0.14 0.41
H 0.499675 3.690265 1.521974 0.09 0.04 0.05 0.42
H -0.042957 2.319481 -2.487275 0.05 0.02 -0.08 0.42
H -2.282779 1.468841 -1.885227 -0.10 -0.06 -0.09 0.48
```
Positions in Å, forces in eV/Å.

Density functional theory data (the ωB97M-V functional and the def2-TZVPD basis) for a molecular structure, C18H23F2Si in a non-equilibrium geometry.

## Properties
charge = +1
energy above the lowest of the compared OMol25 structures with the same formula, charge and spin = 23.54 kcal per mole
HOMO energy = -12.53 eV

XYZ file:
```
44
Properties=species:S:1:pos:R:3:forces:R:3:mulliken_charge:R:1
C -2.480425 -0.750282 -2.075783 -0.38 0.01 0.08 -1.14
C -0.996320 -0.981242 -2.289007 0.01 0.66 0.92 -0.39
Si -0.042308 -1.735208 -0.833892 0.20 -1.71 -3.14 0.03
C -0.765567 -3.458077 -0.560112 -0.15 0.83 1.21 -1.16
C 1.689637 -2.079291 -1.537380 0.03 0.48 0.99 -0.47
C 2.540507 -0.901947 -1.967332 0.20 0.29 -0.03 -1.00
H -0.024855 -0.781806 0.539272 0.05 0.84 -0.32 -0.19
H -2.940744 -0.234061 -2.926136 0.06 -0.14 0.20 0.38
H -3.001615 -1.691986 -1.918653 -0.10 -0.12 -0.16 0.33
H -2.664819 -0.172627 -1.175376 -0.09 0.33 0.08 0.13
H -0.870381 -1.687886 -3.119303 0.41 0.01 0.21 0.42
H -0.502515 -0.043525 -2.550380 0.03 0.01 -0.26 0.39
H -0.736357 -4.060707 -1.458514 0.26 0.26 -0.54 0.35
H -0.193321 -3.992169 0.190072 -0.08 -0.20 0.27 0.38
H -1.809256 -3.397366 -0.266915 -0.14 -0.15 0.25 0.35
H 2.214529 -2.674384 -0.789463 0.18 -0.18 -0.08 0.43
H 1.526328 -2.714113 -2.411983 -0.41 -0.23 0.18 0.36
H 3.518686 -1.222920 -2.345317 -0.23 0.09 0.09 0.41
H 2.052652 -0.317195 -2.742583 -0.04 -0.01 -0.23 0.32
H 2.692776 -0.219745 -1.139796 0.28 0.16 0.23 0.05
F 5.344434 1.941694 0.953540 -2.15 -0.34 0.42 -0.30
C 3.996142 1.698159 1.198248 1.47 0.32 -0.23 0.50
C 3.650302 0.857111 2.244502 -0.35 0.04 0.59 -0.62
C 2.303279 0.532216 2.445734 0.24 0.02 -1.30 -0.43
C 1.324008 0.981217 1.526842 0.16 -0.64 -0.81 0.58
C -0.004519 0.250549 1.453093 0.02 2.00 1.25 -0.39
C -1.288331 1.057665 1.451439 -0.08 -0.56 -0.61 0.83
C -2.354749 0.615627 2.266111 -0.49 0.08 -1.35 -0.46
C -3.672525 0.999682 1.966195 0.68 0.22 0.30 -0.67
C -3.891833 1.878851 0.909957 -1.54 0.13 -0.11 0.50
F -5.205390 2.173311 0.556249 2.09 -0.42 0.55 -0.31
C -2.854149 2.472408 0.207411 0.16 0.17 0.22 -0.94
C -1.550074 2.108098 0.533881 -0.30 -0.98 -0.28 -0.02
C 1.709772 1.956953 0.573888 0.20 -0.94 -0.12 -0.03
C 3.045594 2.300408 0.385250 -0.09 0.13 0.10 -0.87
H 4.413370 0.460700 2.914228 -0.14 0.16 -0.25 0.44
H 2.023936 -0.142537 3.237819 0.03 -0.18 0.11 0.44
H -0.047983 -0.566596 2.148060 -0.04 0.00 0.87 0.61
H -2.172436 -0.097663 3.052270 -0.03 -0.20 0.10 0.45
H -4.497865 0.621613 2.554857 -0.04 0.07 -0.10 0.44
H -3.064160 3.182104 -0.594814 0.06 -0.17 0.35 0.44
H -0.752358 2.533873 -0.049754 -0.10 0.03 -0.04 0.10
H 0.991223 2.312311 -0.149758 0.19 0.06 0.06 0.30
H 3.347673 2.988782 -0.406682 -0.08 -0.24 0.31 0.41
```
Positions in Å, forces in eV/Å.

Which formula does entry 4 have?
C18H23F2Si